(1)
{
  "formula": "C3H7ClN2",
  "method": "ωB97M-V/def2-TZVPD",
  "relative_energy_kcal_mol": 76.5,
  "gap_ev": 9.62,
  "lumo_energy_ha": -0.00012,
  "mol_weight_g_mol": 106.556,
  "energy_ev": -18724.014,
  "smiles": "[H]/N=N\\C=C\\C.Cl",
  "multiplicity": 1,
  "symbols": ["Cl", "N", "N", "C", "C", "C", "H", "H", "H", "H", "H", "H", "H"],
  "xyz": [[-0.937, -0.162, -3.603], [2.072, -0.383, -1.496], [0.876, -0.245, -1.287], [-0.013, -0.244, 0.940], [-0.992, 0.171, 1.892], [0.275, 0.422, -0.188], [0.249, -1.321, 1.135], [2.675, -0.005, -0.839], [-0.779, 0.063, 2.850], [-1.356, 1.266, 1.860], [-0.148, 1.336, -0.513], [-1.861, -0.333, 1.791], [-0.059, -0.564, -2.542]],
  "forces_ev_per_angstrom": [[0.74, -0.57, 0.88], [-1.43, -1.56, -2.38], [0.36, -0.27, -0.43], [0.85, -1.12, -1.53], [-0.98, 5.21, -1.67], [0.41, -1.83, 0.95], [0.44, 1.18, -0.80], [1.40, 1.41, 2.52], [1.67, -0.79, 4.46], [0.87, -1.34, -0.48], [-0.50, 0.95, 0.15], [-2.93, -2.07, -0.73], [-0.91, 0.80, -0.95]]
}

(2)
{
  "formula": "C5H10N2O2",
  "method": "ωB97M-V/def2-TZVPD",
  "relative_energy_kcal_mol": 0.0,
  "gap_ev": 5.46,
  "lumo_energy_ha": 0.19163,
  "mol_weight_g_mol": 130.147,
  "energy_ev": -12415.927,
  "charge": -2,
  "multiplicity": 1,
  "symbols": ["O", "O", "N", "N", "C", "C", "C", "C", "C", "H", "H", "H", "H", "H", "H", "H", "H", "H", "H"],
  "xyz": [[4.367, 7.583, 6.758], [6.406, 8.038, 6.059], [5.175, 8.019, 5.899], [-3.654, -6.528, -1.976], [-2.776, -7.497, -1.999], [5.334, 9.395, 3.750], [-4.990, -6.902, -2.606], [4.607, 8.702, 4.736], [4.854, 9.675, 2.524], [-2.814, -8.526, -1.112], [-4.881, -7.738, -3.361], [3.759, 9.633, 2.433], [3.535, 8.553, 4.617], [-5.554, -6.111, -2.932], [-5.570, -7.401, -1.738], [6.367, 9.489, 3.936], [-1.855, -7.137, -1.505], [5.298, 10.187, 1.787], [-2.469, -7.999, -2.961]],
  "forces_ev_per_angstrom": [[0.69, -0.43, -0.33], [0.25, -0.50, 0.27], [-1.91, 3.00, -2.38], [-4.19, 2.01, -1.51], [3.01, -2.58, 1.80], [-0.02, -1.63, -0.09], [3.10, -3.43, 3.33], [0.10, -1.34, 2.30], [-3.02, -0.68, 2.27], [-0.69, 0.79, -1.32], [-0.14, 0.80, 0.10], [0.28, -0.34, -0.28], [0.33, -0.11, 0.32], [-1.17, 2.11, -1.03], [0.12, 0.36, -1.07], [1.28, 0.28, 0.29], [0.30, 0.05, -0.53], [2.04, 1.78, -2.36], [-0.35, -0.15, 0.22]]
}